Record 1
Molecular formula: C4H6N2S2
Method: DFT, ωB97M-V/def2-TZVPD

Calculated values
- SMILES = Nc1ncsc1CS
- highest occupied orbital energy (eV) = -8.10
- E (Ha) = -1061.8757
- ΔE to the lowest compared entry with this formula, charge and spin (kJ/mol) = 106.3
- lowest unoccupied orbital energy (eV) = 0.7

Last column: natural (NBO) charge in e.
Positions of all 14 atoms, in Å:
1 N 1.027 -1.400 0.199  -0.87
2 C 0.357 -0.397 -0.577  0.30
3 N 0.345 -0.557 -1.928  -0.44
4 C -0.235 0.458 -2.404  -0.13
5 S -0.849 1.648 -1.349  0.44
6 C -0.206 0.738 -0.053  -0.35
7 C -0.305 1.021 1.426  -0.56
8 S -0.819 -0.304 2.536  -0.02
9 H 0.836 -1.632 1.180  0.41
10 H 1.408 -2.192 -0.465  0.41
11 H -0.517 0.503 -3.459  0.21
12 H 0.680 1.213 1.838  0.23
13 H -0.808 2.059 1.552  0.24
14 H -0.915 -1.158 1.504  0.13

=====

Record 2
Molecular formula: C16H26N6O5OsS2
Method: DFT, ωB97M-V/def2-TZVPD

Calculated values
- net charge = +2
- highest occupied orbital energy (spin up / spin down) (eV) = -13.74 / -14.76
- spin multiplicity = 5
- E (Ha) = -2216.5305
- ΔE to the lowest compared entry with this formula, charge and spin (kJ/mol) = 0.0
- lowest unoccupied orbital energy (spin up / spin down) (eV) = -6.2 / -9.5

Last column: natural (NBO) charge in e.
Positions of all 56 atoms, in Å:
1 Os -0.926 -0.653 -0.054  1.29
2 N -0.276 -0.860 2.197  -0.83
3 C 1.053 -0.231 2.381  -0.25
4 C 1.891 -0.496 1.151  -0.23
5 N 1.163 -0.018 -0.052  -0.62
6 C 1.937 -0.292 -1.292  -0.24
7 C 1.076 -0.012 -2.501  -0.24
8 N -0.135 -0.852 -2.425  -0.83
9 H -0.275 -1.825 2.515  0.40
10 H -0.979 -0.371 2.743  0.42
11 H 0.898 0.839 2.508  0.24
12 H 1.555 -0.606 3.273  0.23
13 H 2.863 -0.004 1.223  0.23
14 H 2.073 -1.564 1.018  0.21
15 H 1.082 0.995 0.037  0.41
16 H 2.846 0.312 -1.299  0.23
17 H 2.229 -1.339 -1.273  0.23
18 H 0.753 1.030 -2.508  0.22
19 H 1.644 -0.185 -3.416  0.23
20 H -0.859 -0.470 -3.024  0.40
21 H 0.049 -1.795 -2.754  0.39
22 O -1.408 1.173 -0.959  -0.76
23 C -1.199 2.107 -0.080  0.63
24 O -0.787 1.854 1.047  -0.66
25 H -1.409 3.127 -0.421  0.15
26 S -3.094 -1.360 0.227  -0.06
27 C -4.352 -0.133 0.067  0.38
28 N -4.246 0.927 -0.703  -0.56
29 C -5.332 1.903 -0.866  -0.22
30 C -6.664 1.195 -0.691  -0.43
31 C -6.677 0.450 0.632  -0.22
32 N -5.467 -0.379 0.732  -0.54
33 H -3.359 1.066 -1.170  0.45
34 H -5.236 2.336 -1.859  0.24
35 H -5.210 2.702 -0.132  0.22
36 H -6.819 0.496 -1.515  0.23
37 H -7.477 1.918 -0.713  0.26
38 H -7.538 -0.210 0.707  0.24
39 H -6.702 1.142 1.476  0.22
40 H -5.488 -1.207 1.306  0.43
41 O 3.321 -4.834 0.235  -0.83
42 S 2.282 -4.918 -0.734  2.26
43 O 2.534 -5.051 -2.130  -0.83
44 N 1.382 -3.511 -0.570  -0.51
45 C 0.105 -3.807 -0.074  0.62
46 O -0.693 -2.896 0.151  -0.61
47 C -0.130 -5.231 0.124  -0.10
48 C -1.296 -5.843 0.575  -0.14
49 C -1.299 -7.221 0.682  -0.18
50 C -0.165 -7.970 0.347  -0.10
51 C 1.004 -7.366 -0.105  -0.17
52 C 0.992 -5.994 -0.207  -0.29
53 H -2.166 -5.250 0.825  0.24
54 H -2.184 -7.735 1.027  0.25
55 H -0.200 -9.047 0.441  0.25
56 H 1.877 -7.949 -0.364  0.26

=====

What is the formula in the second record?
C16H26N6O5OsS2

=====

Which of these has the lowest E?
C16H26N6O5OsS2